Entry from the Open Molecules 2025 dataset: C33H38FeN6S as an isolated structure (ωB97M-V/def2-TZVPD).

Last column: Mulliken spin population.
Element x y z (Å)
Fe -1.150 0.338 0.235  4.4045
C 3.476 -3.487 0.383  -0.0006
C 2.863 -2.562 1.435  -0.0009
C 3.061 -1.080 1.171  0.0054
C 4.361 -0.604 1.310  -0.0010
C 4.654 0.745 1.257  0.0023
C 3.615 1.651 1.148  -0.0016
C 2.298 1.230 1.009  -0.0264
C 1.232 2.301 1.084  0.0735
C 1.193 3.301 -0.070  -0.0016
C 2.028 -0.149 0.920  0.0460
N 0.705 -0.578 0.612  -0.0391
C 0.543 -1.678 -0.076  0.0292
C -0.737 -2.177 -0.395  -0.0225
C -1.080 -3.226 -1.253  0.0382
C -2.472 -3.225 -1.327  0.0204
C -2.912 -2.157 -0.542  0.0163
N -1.880 -1.519 0.040  0.0901
H 3.352 -4.532 0.668  -0.0002
H 4.544 -3.294 0.276  0.0002
H 3.032 -3.356 -0.607  -0.0001
H 3.349 -2.772 2.391  0.0003
H 1.811 -2.802 1.592  -0.0013
H 5.155 -1.316 1.503  0.0001
H 5.673 1.090 1.367  0.0001
H 3.819 2.714 1.205  0.0002
H 1.418 2.856 2.007  -0.0007
H 0.244 1.866 1.246  -0.0635
H 2.184 3.711 -0.263  0.0004
H 0.524 4.127 0.172  -0.0003
H 0.820 2.860 -0.996  0.0019
H 1.378 -2.224 -0.505  -0.0051
H -0.394 -3.909 -1.731  -0.0007
H -3.099 -3.911 -1.871  0.0007
H -3.929 -1.837 -0.364  0.0017
S -2.645 1.549 4.410  0.0081
C -1.950 -0.025 4.655  0.0029
C -1.880 -0.772 5.825  -0.0002
C -1.287 -2.017 5.760  0.0004
C -0.778 -2.509 4.553  0.0006
C -0.845 -1.766 3.393  0.0072
C -1.433 -0.503 3.446  0.0177
N -1.582 0.384 2.391  0.0584
C -2.205 1.474 2.746  0.0505
C -2.496 2.490 1.739  -0.0700
C -3.100 3.706 2.037  -0.0031
C -3.339 4.612 1.014  0.0094
C -2.973 4.296 -0.288  0.0006
C -2.362 3.078 -0.574  -0.0107
C -2.117 2.154 0.432  0.2189
H -2.280 -0.393 6.756  0.0005
H -1.220 -2.623 6.654  -0.0001
H -0.330 -3.494 4.531  0.0001
H -0.469 -2.150 2.455  0.0087
H -3.383 3.949 3.055  0.0006
H -3.808 5.561 1.233  0.0004
H -3.161 5.003 -1.086  -0.0001
H -2.072 2.853 -1.593  0.0024
C -1.182 0.212 -5.245  0.0003
N -1.279 -0.175 -3.838  0.0086
C -2.636 -0.081 -3.323  0.0066
C -0.270 0.151 -2.982  0.0237
N -0.548 0.680 -1.803  0.0877
N 0.999 -0.105 -3.400  0.0092
C 2.155 0.453 -2.719  0.0002
C 1.303 -1.228 -4.281  0.0011
H -1.658 1.185 -5.397  0.0000
H -1.694 -0.524 -5.865  0.0000
H -0.151 0.284 -5.569  0.0003
H -3.304 -0.579 -4.024  -0.0002
H -2.956 0.960 -3.208  0.0005
H -2.705 -0.586 -2.366  0.0042
H 0.372 0.852 -1.390  -0.0098
H 2.490 -0.165 -1.878  -0.0002
H 1.953 1.460 -2.360  -0.0020
H 2.972 0.527 -3.435  0.0001
H 0.405 -1.802 -4.485  -0.0001
H 2.025 -1.878 -3.782  0.0004
H 1.742 -0.894 -5.223  0.0002

E_LUMO (alpha / beta)   -2.76 / -3.97 eV
Expectation value of S²   8.760
Gap between HOMO and LUMO (alpha / beta)   7.8 / 6.6 eV
Multiplicity   6
Net charge   +1
Energy above the lowest of the compared OMol25 structures with the same formula, charge and spin   4.8 kcal/mol
HOMO (alpha / beta)   -10.6 / -10.6 eV

Entry from the Open Molecules 2025 dataset: C20H31CoN7 as an isolated structure (ωB97M-V/def2-TZVPD).

Last column: Löwdin charge in e.
Element x y z (Å)
Co 0.065 0.115 1.275  0.6675
C -1.338 -1.306 3.993  -0.1373
C -2.172 -1.258 2.730  -0.1357
N -1.820 -0.092 1.850  -0.0799
C -2.311 1.212 2.415  -0.1073
C -1.121 2.082 2.752  -0.1105
N -0.180 1.956 1.605  -0.0727
C 1.038 2.810 1.689  -0.1300
C 1.769 2.823 0.358  -0.1086
C 2.337 1.481 -0.141  -0.1176
N 1.936 0.290 0.684  -0.0966
C 2.872 0.081 1.831  -0.1244
C 2.239 -0.955 2.715  -0.1266
N 0.839 -0.514 3.004  -0.0794
C 0.113 -1.627 3.699  -0.1416
H -1.737 -2.099 4.628  0.1501
H -1.437 -0.389 4.582  0.1270
H -3.236 -1.180 2.960  0.1469
H -2.035 -2.168 2.142  0.1419
H -2.328 -0.254 0.984  0.1195
H -2.943 1.040 3.285  0.1475
H -2.934 1.702 1.666  0.1377
H -0.609 1.767 3.660  0.1260
H -1.407 3.127 2.889  0.1588
H -0.679 2.280 0.773  0.1252
H 1.631 2.483 2.541  0.1232
H 0.700 3.823 1.919  0.1558
H 2.572 3.556 0.425  0.1430
H 1.081 3.223 -0.392  0.1303
H 3.427 1.501 -0.152  0.1400
H 2.014 1.295 -1.163  0.1230
H 2.068 -0.521 0.077  0.1334
H 2.999 1.026 2.354  0.1292
H 3.855 -0.220 1.467  0.1574
H 2.790 -1.124 3.641  0.1575
H 2.173 -1.917 2.199  0.1426
H 0.888 0.272 3.652  0.1380
H 0.667 -1.866 4.608  0.1508
H 0.175 -2.502 3.046  0.1384
N 0.191 -3.320 -8.741  0.2210
C 0.029 -2.816 -7.723  -0.1475
C -0.173 -2.185 -6.449  -0.1873
C -1.188 -1.248 -6.285  0.0267
C -1.384 -0.642 -5.055  0.0143
C -0.555 -0.981 -3.999  -0.1579
C 0.463 -1.911 -4.146  -0.0030
C 0.652 -2.515 -5.375  0.0170
N -0.764 -0.342 -2.705  0.0424
C -1.714 0.606 -2.411  0.0333
C -1.579 0.906 -1.097  -0.0837
N -0.541 0.154 -0.565  -0.0323
C -0.082 -0.585 -1.584  -0.0870
H -1.827 -0.996 -7.120  0.1433
H -2.184 0.077 -4.959  0.1151
H 1.120 -2.192 -3.335  0.1060
H 1.439 -3.244 -5.508  0.1399
H -2.402 0.990 -3.142  0.1432
H -2.165 1.607 -0.526  0.1159
H 0.702 -1.320 -1.525  0.1386

E_LUMO (alpha / beta)   -11.85 / -11.85 eV
Gap between HOMO and LUMO (alpha / beta)   4.7 / 4.7 eV
Net charge   +3
HOMO (alpha / beta)   -16.6 / -16.6 eV

Entry from the Open Molecules 2025 dataset: C4H7Br3CuN as an isolated structure (ωB97M-V/def2-TZVPD).

Last column: Mulliken spin population.
Element x y z (Å)
Cu -0.086 -3.397 0.245  0.2413
Br 2.626 -2.441 -0.192  0.4999
Br 0.549 -5.943 1.501  0.0922
Br -0.695 -3.493 -2.653  0.1675
C 1.165 1.682 -0.044  0.0022
C -0.251 1.737 -0.567  0.0002
C -1.304 1.176 0.397  0.0013
C -1.076 -0.179 0.954  -0.0008
N -0.901 -1.265 1.334  -0.0008
H 1.796 2.458 -0.478  -0.0002
H 1.574 0.685 -0.206  -0.0028
H 1.208 2.011 0.994  0.0000
H -0.367 1.300 -1.559  0.0000
H -0.419 2.744 -0.949  0.0001
H -2.305 1.102 -0.028  -0.0001
H -1.513 1.822 1.250  -0.0001

E_LUMO (alpha / beta)   2.53 / -0.45 eV
Expectation value of S²   0.764
Gap between HOMO and LUMO (alpha / beta)   7.9 / 4.6 eV
Multiplicity   2
Net charge   -1
HOMO (alpha / beta)   -5.3 / -5.0 eV

| no. | E_tot (a.u.) |
| --- | --- |
| 1 | -3270.5398 |
| 2 | -2545.7974 |
| 3 | -9573.9674 |